ORCA calculation (ωB97M-V/def2-TZVPD) on C48H120IN8NaO16 as an isolated structure.

```
194
Properties=species:S:1:pos:R:3
Na -23.23867 16.20228 1.10097
I -20.06775 16.77889 0.05366
C -22.89144 14.72793 -2.22165
O -23.93918 15.11549 -1.34337
C -24.91628 16.06780 -1.85957
C -24.55839 17.56352 -1.65567
N -24.49789 17.93504 -0.21793
C -23.66849 19.07787 -0.07026
C -23.63794 19.63169 1.36610
O -23.48031 18.52517 2.29694
C -23.42577 18.90516 3.61987
H -22.16899 15.51914 -2.42203
H -23.26424 14.40959 -3.19518
H -22.36271 13.86867 -1.80906
H -25.90959 15.95604 -1.42489
H -25.03395 15.79370 -2.90796
H -25.37348 18.05957 -2.18259
H -23.61188 17.81536 -2.13400
H -25.44414 18.19372 0.02246
H -23.98169 19.93138 -0.67154
H -22.63486 18.82733 -0.30891
H -24.47117 20.25044 1.69924
H -22.71466 20.18384 1.54149
H -23.10931 18.02029 4.17210
H -24.33313 19.35518 4.02273
H -22.62367 19.63735 3.71284
C -19.20269 19.56361 3.17501
O -18.73018 20.75362 3.74301
C -19.04901 20.86707 5.15313
C -18.42927 22.14618 5.73451
N -19.22554 23.30038 5.31044
C -18.70664 24.49074 5.98642
C -19.06621 25.79803 5.23042
O -18.83140 27.01316 5.98249
C -19.61512 28.14577 5.64687
H -18.70164 19.45296 2.21334
H -20.26493 19.52294 2.93393
H -18.90746 18.64972 3.69049
H -18.58573 19.99872 5.62158
H -20.10964 20.75487 5.37802
H -17.40434 22.28317 5.38978
H -18.49110 22.03042 6.81658
H -18.93600 23.37092 4.34541
H -17.61718 24.51138 6.01393
H -18.98986 24.51129 7.03877
H -20.09318 25.72515 4.87248
H -18.46831 25.86527 4.32152
H -19.48126 28.47429 4.61622
H -19.31991 29.05693 6.16719
H -20.64901 27.93329 5.91899
C -26.34931 14.24811 8.89736
O -25.39811 13.91470 7.83768
C -24.81031 12.64413 8.01347
C -23.90834 12.44051 6.70334
N -22.58940 13.12566 6.70565
C -22.72267 14.56319 6.74383
C -21.43728 15.28036 6.30176
O -21.49183 15.27964 4.89219
C -20.50176 16.11820 4.33069
H -25.83831 14.44220 9.84040
H -27.15729 13.53567 9.06372
H -26.79508 15.17734 8.54252
H -25.49709 11.80124 8.09074
H -24.25461 12.65481 8.95112
H -24.48865 12.86353 5.88334
H -23.72504 11.36614 6.68830
H -22.17220 12.91499 5.81030
H -23.06255 14.89309 7.72553
H -23.49657 14.91953 6.06399
H -20.55885 14.72247 6.62616
H -21.34764 16.24383 6.80354
H -20.67808 17.16189 4.59093
H -20.56562 15.93442 3.25819
H -19.50602 15.76388 4.59725
C -19.20956 12.76146 4.03336
O -20.58314 12.49929 4.05416
C -21.15577 12.00441 2.80904
C -21.58701 13.15130 1.85886
N -22.47967 14.13058 2.43277
C -23.69411 13.47282 2.88093
C -24.65658 14.58843 3.41584
O -25.32246 15.29441 2.34011
C -26.31868 16.20071 2.80501
H -18.85388 12.74750 5.06360
H -18.96663 13.76905 3.69591
H -18.57110 12.10442 3.44281
H -22.00573 11.38902 3.10394
H -20.53570 11.33725 2.21029
H -21.98599 12.75149 0.92662
H -20.69602 13.70717 1.56687
H -22.01911 14.49121 3.25614
H -23.41013 12.96267 3.80137
H -23.97690 12.70637 2.15935
H -24.07492 15.29247 4.01090
H -25.42060 14.05580 3.98212
H -26.84033 16.71953 2.00076
H -25.82132 16.99148 3.36662
H -27.12322 15.83166 3.44110
C -15.89221 23.02328 -6.12702
O -16.86780 22.13955 -5.70411
C -16.28859 21.02760 -4.98148
C -17.42682 20.12980 -4.51482
N -18.23847 20.75482 -3.43264
C -19.34826 19.99370 -2.93542
C -20.12984 20.83554 -1.96137
O -20.65528 21.98259 -2.64617
C -21.40201 22.84756 -1.73542
H -16.34657 23.87054 -6.64064
H -15.24565 22.54329 -6.86165
H -15.30709 23.30769 -5.25247
H -15.66500 21.28405 -4.12504
H -15.74449 20.38209 -5.67095
H -17.04403 19.22174 -4.04898
H -18.03554 19.85944 -5.37764
H -18.58285 21.61890 -3.82617
H -18.92757 19.09742 -2.47956
H -19.93646 19.66063 -3.79051
H -19.52003 21.03948 -1.08124
H -20.93337 20.15989 -1.66823
H -20.79318 23.01105 -0.84620
H -22.34880 22.32850 -1.58616
H -21.64785 23.75884 -2.28062
C -16.06020 14.22726 4.62810
O -16.78943 15.32700 4.10894
C -16.46972 15.80336 2.80869
C -16.93183 14.86318 1.70639
N -16.20050 13.60983 1.64245
C -16.70736 12.60102 0.69453
C -16.73132 13.07937 -0.75858
O -15.57364 13.66216 -1.31426
C -14.64273 12.62817 -1.65947
H -16.43645 13.29793 4.20044
H -16.18645 14.04658 5.69558
H -14.98570 14.39510 4.55456
H -15.38595 15.82045 2.69359
H -16.86382 16.81483 2.71009
H -16.87808 15.39330 0.75551
H -17.97574 14.55870 1.78158
H -15.31429 13.80862 1.20061
H -17.76361 12.49598 0.94234
H -16.17038 11.65460 0.75802
H -17.44042 13.90522 -0.81561
H -17.27851 12.36890 -1.37820
H -14.40553 11.99900 -0.80157
H -13.75100 13.08784 -2.08562
H -15.15912 12.03375 -2.41319
C -20.60367 22.97305 1.96933
O -19.28537 23.13293 2.53103
C -18.33749 23.82253 1.68320
C -16.90828 23.63164 2.22515
N -16.65354 22.22730 2.48447
C -16.40022 21.52978 1.22263
C -15.60832 20.18806 1.47199
O -15.26417 19.44794 0.33837
C -16.32552 18.73404 -0.33897
H -20.64863 22.27424 1.13403
H -21.04518 23.93996 1.72792
H -21.28538 22.43226 2.62578
H -18.57329 24.88526 1.73879
H -18.32932 23.43953 0.66275
H -16.99086 24.07939 3.21551
H -16.13373 24.06924 1.59533
H -17.48483 21.80962 2.87767
H -15.79410 22.13866 0.55182
H -17.36982 21.34839 0.75888
H -16.18241 19.56966 2.16201
H -14.70093 20.42811 2.02616
H -15.93184 18.00306 -1.04521
H -17.04146 19.43235 -0.77245
H -16.85042 18.10143 0.37685
C -19.22978 15.66701 -3.79451
O -18.21200 15.20725 -4.61092
C -17.17068 14.58396 -3.73429
C -16.09936 13.94073 -4.63292
N -16.74422 12.96538 -5.49289
C -15.87062 12.43174 -6.49765
C -16.69899 11.67997 -7.55909
O -17.59969 12.60078 -8.22175
C -18.48091 11.79929 -9.00769
H -20.09111 15.76647 -4.45507
H -18.91732 16.63635 -3.40612
H -19.53243 14.94380 -3.03723
H -17.61857 13.84400 -3.07101
H -16.71125 15.34523 -3.10381
H -15.29028 13.45699 -4.08569
H -15.72988 14.69352 -5.32925
H -17.50567 13.32990 -6.04734
H -15.07964 11.83101 -6.04867
H -15.32530 13.28603 -6.89878
H -17.20910 10.87228 -7.03419
H -16.02424 11.17959 -8.25364
H -19.08316 12.52092 -9.55965
H -19.13349 11.15979 -8.41332
H -17.94703 11.19319 -9.73962
```

Values from the calculation:
HOMO energy = -7.5 eV
LUMO = -0.2 eV